1.
DFT (wB97M-V/def2-TZVPD) results for a 18-piece molecular cluster, C46H104B2F32N10O18P2 overall at a distorted geometry.

```
! wB97M-V def2-TZVPD RIJCOSX def2/J DEFGRID3
* xyz 2 1
C 4.35097 20.47347 24.11732
C 4.95800 19.97210 22.84056
O 4.37730 19.86418 21.78350
N 6.47609 19.67964 22.87012
H 6.82707 20.23585 23.63663
H 6.72203 18.70096 22.91236
C 7.16919 20.38746 21.62693
H 3.27450 20.58210 23.98497
H 4.82780 21.40169 24.43219
H 4.49156 19.70258 24.87499
H 6.82833 19.98607 20.67257
H 8.24697 20.23707 21.68926
H 6.83635 21.42538 21.61917
C 5.19730 24.92181 20.33337
C 6.51682 24.51558 20.83913
O 7.09953 23.50463 20.40086
N 7.27204 25.48987 21.75575
H 8.22778 25.69624 21.50261
H 6.88516 26.41664 21.64840
C 7.12043 24.97939 23.21292
H 4.60003 25.45098 21.07590
H 4.65337 24.05693 19.95359
H 5.39076 25.53672 19.45443
H 7.69639 25.63150 23.86951
H 7.46879 23.94702 23.24424
H 6.05643 24.98561 23.44953
C 12.42402 21.92218 14.80010
C 13.63168 21.58782 13.94934
O 14.58695 22.30103 13.76227
N 13.53815 20.26271 13.17265
H 13.23716 19.54242 13.81351
H 12.76536 20.32454 12.52530
C 14.75418 19.72962 12.50328
H 11.99344 21.07356 15.33165
H 11.58323 22.20189 14.16534
H 12.70114 22.70450 15.50671
H 15.59369 19.67828 13.19659
H 14.91785 20.36118 11.63010
H 14.57558 18.71630 12.14356
C 10.08150 15.35426 13.12192
C 9.21508 16.17932 14.11557
O 8.16999 15.78663 14.71771
N 9.63829 17.67509 14.13131
H 10.02505 18.00846 15.00273
H 10.32554 17.88110 13.42043
C 8.36876 18.64047 13.96856
H 9.79407 14.31567 13.28563
H 11.08850 15.44800 13.52847
H 9.97337 15.75386 12.11360
H 7.88116 18.33860 13.04162
H 8.63938 19.69408 14.03747
H 7.70717 18.39890 14.80046
C 11.31739 19.83322 23.23682
C 11.50510 21.29144 23.05360
O 12.24638 21.79877 22.20915
N 10.98310 22.25854 24.05822
H 10.61667 23.05432 23.55565
H 10.09958 21.96827 24.45221
C 11.95089 22.48733 25.24895
H 10.35428 19.63729 23.70813
H 12.26984 19.50781 23.65520
H 11.25434 19.42499 22.22812
H 12.85460 22.88668 24.78859
H 12.15387 21.60710 25.85894
H 11.53410 23.26471 25.88929
C 15.51609 20.93211 19.35835
C 14.52884 20.34198 18.34087
O 13.91472 21.06164 17.58127
N 14.29954 18.83702 18.33737
H 14.43838 18.46226 17.40980
H 14.98906 18.36728 18.90658
C 12.91946 18.46808 18.88068
H 15.86077 21.88889 18.96609
H 16.37284 20.28704 19.55313
H 14.96539 21.07391 20.28826
H 13.02439 17.38774 18.98046
H 12.16233 18.77338 18.15844
H 12.75381 18.90596 19.86502
C 4.58415 14.61180 24.61526
C 5.05723 15.76174 23.70984
O 5.35063 16.86764 24.12861
N 5.24283 15.40409 22.19183
H 6.20757 15.37215 21.89459
H 4.89464 14.48369 21.96441
C 4.56550 16.46240 21.29340
H 4.35472 15.05711 25.58333
H 5.35407 13.86371 24.80413
H 3.67427 14.12129 24.26940
H 3.48717 16.46630 21.45239
H 4.67616 16.30202 20.22096
H 5.04305 17.41714 21.51366
C 9.54940 26.03397 10.03721
C 10.67581 25.74029 11.03444
O 11.80102 25.29796 10.69525
N 10.29407 26.22518 12.50747
H 10.88220 26.98979 12.80677
H 9.33053 26.52799 12.51011
C 10.54890 25.17140 13.59021
H 9.73488 26.95545 9.48533
H 8.50897 26.04845 10.36185
H 9.66727 25.20872 9.33494
H 10.02748 25.40511 14.51843
H 11.62783 25.11611 13.73492
H 10.14377 24.25250 13.16642
C 6.13887 21.87205 13.89227
C 7.24372 22.76236 14.56713
O 8.43631 22.68088 14.37056
N 6.74393 23.85367 15.52795
H 7.20948 24.71903 15.29449
H 5.74461 23.93754 15.40789
C 7.16212 23.55976 16.98130
H 5.79689 21.02896 14.49256
H 6.45056 21.37059 12.97604
H 5.26295 22.37631 13.48411
H 6.55741 22.69688 17.26033
H 6.91636 24.43255 17.58622
H 8.20686 23.28892 17.13388
C 11.30047 23.14907 19.35281
C 12.42400 24.23495 19.51175
O 13.54054 23.97658 19.96339
N 12.05152 25.62787 18.99317
H 12.19499 25.48469 18.00372
H 11.06391 25.78837 19.13081
C 12.84166 26.82302 19.62559
H 11.78062 22.17314 19.42433
H 10.74582 23.22738 18.41775
H 10.61920 23.20612 20.20176
H 13.84203 26.95232 19.21250
H 12.73954 26.60370 20.68840
H 12.31640 27.74475 19.37538
C 8.50837 16.96573 21.03123
O 7.47498 16.31109 20.27140
O 7.93448 17.19848 22.27976
C 9.88915 16.23574 20.80332
F 10.32978 16.34951 19.52277
F 10.88743 16.65166 21.66931
F 9.79835 14.92440 21.03640
C 7.38658 16.52766 18.85278
C 6.80278 15.22269 18.30294
H 5.76969 15.09054 18.62443
H 6.95253 15.25536 17.22376
H 7.22342 14.34414 18.79214
H 8.35800 16.56423 18.35974
H 6.84493 17.40663 18.50333
H 8.66527 17.94538 20.57983
C 3.19582 19.32275 16.83031
O 3.45501 18.07445 16.20839
O 1.88503 19.07101 17.30221
C 4.34013 19.73446 17.85463
F 4.81131 18.75226 18.51014
F 5.37105 20.16931 17.20417
F 3.96587 20.63518 18.78329
C 4.66724 17.81013 15.55754
C 4.77162 16.49279 14.77322
H 4.72177 15.68764 15.50626
H 3.90476 16.35802 14.12630
H 5.69374 16.37127 14.20487
H 5.43932 17.80968 16.32695
H 4.99191 18.62351 14.90862
H 3.14351 20.16209 16.13687
C 10.76509 20.27436 10.91933
O 11.93917 21.14107 10.98272
O 10.91192 19.35625 12.00150
C 9.36702 20.99061 10.82649
F 9.15726 21.95474 11.68830
F 9.20299 21.54722 9.60094
F 8.40144 20.05284 11.11769
C 12.20734 22.09277 10.01043
C 13.56085 22.70012 10.22575
H 13.63202 23.17264 11.20542
H 14.34544 21.94838 10.13966
H 13.87730 23.38981 9.44325
H 11.44740 22.87054 10.08573
H 12.04229 21.70487 9.00525
H 10.86922 19.78248 9.95221
C 9.79864 10.49248 18.27285
O 10.47082 11.60749 17.60190
O 9.45346 9.57447 17.29799
C 10.84383 10.09621 19.41269
F 10.46195 8.95428 20.01173
F 12.04190 9.91981 18.84984
F 10.97312 11.04529 20.31496
C 10.06853 12.93201 17.88089
C 10.81343 13.81813 16.89176
H 10.65388 13.54566 15.84850
H 10.56287 14.87557 16.97634
H 11.85299 13.76617 17.21535
H 10.27763 13.17763 18.92207
H 9.00082 13.13388 17.79509
H 8.90301 10.88893 18.75114
P 13.66505 17.15041 15.11049
F 13.38909 15.64876 14.51830
F 14.69358 16.59022 16.34380
F 14.79391 17.16593 14.02104
F 13.89914 18.72672 15.62133
F 12.68181 17.70306 13.99159
F 12.36913 17.17736 16.03208
P 9.26820 19.87423 17.69490
F 9.79182 18.99182 18.83835
F 10.84101 20.49208 17.49057
F 9.57700 18.69446 16.70089
F 8.86602 20.79016 16.39896
F 7.72646 19.40632 18.00217
F 9.00199 21.14667 18.70176
B 8.75304 26.61608 18.92499
F 7.42305 26.90220 19.12320
F 9.42754 27.70951 19.36511
F 9.05647 25.45633 19.62891
F 9.04763 26.37020 17.58387
B 10.50525 25.09874 22.71915
F 10.00106 26.28922 22.14344
F 9.96119 23.99223 22.07372
F 11.85827 25.12666 22.66137
F 10.10162 25.11199 24.05876
*
```

Results
Max |F|   6.5 eV/A
HOMO level   -0.250 Ha
LUMO energy   -6.0 eV
HOMO-LUMO gap   0.844 eV

=====

2.
DFT (wB97M-V/def2-TZVPD) results for C53H32F15GeN3O3P2PtS2 as an isolated structure at a distorted geometry.

```
! wB97M-V def2-TZVPD RIJCOSX def2/J DEFGRID3
* xyz 2 1
Pt 0.67279 1.06206 0.98361
C 4.32725 -0.14693 -0.26727
P 2.81044 0.90593 -0.11667
C 3.45693 2.49839 0.45757
C 3.13787 2.89619 1.75879
C 3.59379 4.11173 2.23998
C 4.35659 4.93459 1.42402
C 4.67720 4.53820 0.13236
C 4.23590 3.31979 -0.35509
C 2.27738 1.06114 -1.82858
C 1.89005 2.29712 -2.34799
C 1.43883 2.38194 -3.65357
C 1.31248 1.23664 -4.42837
C 1.63693 -0.00179 -3.89118
C 2.11939 -0.09334 -2.59970
P 4.79588 -1.24567 1.16334
C 3.87586 -2.77258 0.81925
C 2.56567 -2.74894 0.33841
C 1.91336 -3.93789 0.05680
C 2.55291 -5.15080 0.26660
C 3.84313 -5.17997 0.77530
C 4.49523 -3.99713 1.07786
C 6.52207 -1.65447 0.71696
C 7.56222 -1.36116 1.58935
C 8.86918 -1.67210 1.24068
C 9.13006 -2.27645 0.02140
C 8.09115 -2.55645 -0.85568
C 6.78334 -2.25725 -0.51678
H 5.15136 0.55870 -0.39604
H 4.23144 -0.75512 -1.16755
H 2.54427 2.23865 2.38960
H 3.35238 4.42236 3.24660
H 4.70662 5.88580 1.79912
H 5.26739 5.18509 -0.50086
H 4.47968 3.01785 -1.36589
H 1.94508 3.18296 -1.72918
H 1.18824 3.34742 -4.06999
H 0.94732 1.30696 -5.44316
H 1.51824 -0.89915 -4.48167
H 2.34257 -1.06925 -2.18687
H 2.06795 -1.79657 0.18133
H 0.90618 -3.92192 -0.33491
H 2.04148 -6.07603 0.04235
H 4.33687 -6.12647 0.94003
H 5.49950 -4.01581 1.47812
H 7.35376 -0.89764 2.54450
H 9.67991 -1.44058 1.91624
H 10.14582 -2.52626 -0.25011
H 8.30170 -3.00975 -1.81467
H 5.97753 -2.50444 -1.19694
O -0.72156 -3.51461 2.22244
S -1.67651 -2.93342 1.31295
O -3.04188 -2.96338 1.71537
N -1.14634 -1.36309 1.02265
C -0.83445 -1.18129 -0.26287
O -0.26411 -0.17638 -0.74408
C -1.14161 -2.35732 -1.11662
C -1.05199 -2.43955 -2.49688
C -1.30693 -3.66594 -3.09669
C -1.62462 -4.78360 -2.33468
C -1.75244 -4.69255 -0.95210
C -1.50333 -3.46999 -0.37121
H -0.81614 -1.56556 -3.08688
H -1.26395 -3.74744 -4.17353
H -1.79689 -5.72932 -2.82779
H -2.03908 -5.54521 -0.35418
F 0.94739 -3.68815 4.88189
C 1.82071 -2.84574 5.42093
C 1.55018 -1.48532 5.40619
C 2.52258 -0.62554 5.89883
F 2.30855 0.69583 5.80562
C 3.71021 -1.08632 6.43590
F 4.63240 -0.24432 6.88216
C 3.94180 -2.45849 6.46887
F 5.07630 -2.91510 6.96342
C 3.00324 -3.34070 5.94818
F 3.24902 -4.64301 5.92177
Ge -0.07195 -0.76124 4.52689
S 0.96591 -0.70647 2.50343
C -0.40377 1.11739 5.16168
C -0.55497 1.25348 6.53181
F -0.33602 0.16247 7.27926
C -0.91874 2.44688 7.13226
F -1.04095 2.54102 8.44540
C -1.17149 3.55405 6.32621
F -1.55349 4.69871 6.86131
C -1.02727 3.44384 4.95111
F -1.26084 4.48753 4.14966
C -0.64287 2.23591 4.39588
F -0.50896 2.17422 3.04862
C -1.81230 -1.49948 5.08277
C -1.98243 -2.51202 6.00874
F -0.91317 -3.07609 6.56332
C -3.25199 -2.91052 6.39998
F -3.39583 -3.87558 7.29644
C -4.36894 -2.27695 5.86722
F -5.57903 -2.64727 6.24001
C -4.21314 -1.24197 4.95122
F -5.27166 -0.60566 4.46654
C -2.93671 -0.87143 4.58181
F -2.73595 0.15797 3.73605
C -2.03691 4.88908 -1.55296
N -1.86549 4.48073 -0.16287
C -2.74516 5.07150 0.83930
C -0.93749 3.64902 0.15687
N -0.03205 2.96244 0.40368
H -3.03300 4.62123 -1.90728
H -1.29794 4.39098 -2.17563
H -1.91406 5.96954 -1.63816
H -3.78024 4.79649 0.63160
H -2.66478 6.15859 0.80116
H -2.46804 4.73185 1.83401
*
```

Results
Max |F|   2.8 eV/A
HOMO level (alpha / beta)   -0.469 / -0.469 Ha
LUMO energy (alpha / beta)   -8.8 / -8.8 eV
HOMO-LUMO gap (alpha / beta)   3.940 / 3.934 eV

=====

3.
DFT (wB97M-V/def2-TZVPD) results for C31H42BF16GeMoNO3Sb as an isolated structure.

```
! wB97M-V def2-TZVPD RIJCOSX def2/J DEFGRID3
* xyz -1 3
Mo 0.11264 -0.22156 -0.33627
C -4.46107 -4.51946 3.24269
C -3.78428 -3.47292 2.40184
C -4.43216 -2.31006 2.01487
C -3.78143 -1.34945 1.27239
C -2.43755 -1.47950 0.89008
N -1.82226 -0.44498 0.18266
C -2.46564 0.81216 0.12365
C -2.89982 1.45141 1.28897
C -3.42436 2.72397 1.23880
C -3.52565 3.41314 0.03095
C -4.06060 4.81717 -0.02524
C -3.06854 2.78681 -1.11622
C -2.53149 1.49879 -1.09133
C -1.87729 0.85521 -2.31460
O -0.59462 0.35402 -2.02478
C -1.58291 1.89432 -3.43968
F -0.78340 2.86052 -2.96801
F -2.67279 2.49826 -3.94598
F -0.95869 1.33095 -4.47908
C -2.78993 -0.25081 -2.92180
F -2.16910 -0.91381 -3.90552
F -3.89319 0.31273 -3.45150
F -3.21018 -1.14864 -2.04128
C -1.81433 -2.70950 1.17206
C -2.49277 -3.65140 1.94000
C -0.48606 -3.08767 0.53270
O 0.40478 -2.05518 0.33421
C 0.31299 -4.11868 1.38575
F 0.30375 -3.79037 2.67637
F 1.59776 -4.18933 1.00727
F -0.17617 -5.37400 1.28021
C -0.77763 -3.74640 -0.85191
F 0.23849 -4.51364 -1.27934
F -0.96410 -2.79670 -1.77843
F -1.86799 -4.52184 -0.84202
H -5.38528 -4.13337 3.67190
H -3.82099 -4.83887 4.06657
H -4.71390 -5.40782 2.65890
H -5.46245 -2.14005 2.30508
H -4.32735 -0.46492 0.98874
H -2.77900 0.94588 2.23894
H -3.73619 3.20032 2.16024
H -4.92840 4.93640 0.62459
H -4.35859 5.08414 -1.03884
H -3.30970 5.54072 0.29899
H -3.13122 3.33321 -2.04590
H -2.01108 -4.58633 2.18436
C 2.72714 -1.32232 3.01045
Sb 2.92699 -0.61202 1.02414
C 4.47041 0.80101 1.51047
C 4.31463 -2.11789 0.41107
H 3.70299 -1.70264 3.31571
H 1.97637 -2.10090 3.05994
H 2.40312 -0.51393 3.66178
H 4.98543 0.42293 2.39315
H 4.06501 1.78347 1.72669
H 5.17640 0.88819 0.68742
H 5.12872 -2.10746 1.13581
H 4.70875 -1.91728 -0.58100
H 3.83396 -3.09271 0.42140
C 0.64800 4.52481 -0.82559
Ge 1.60242 3.18203 0.23004
C 1.90835 3.97636 1.99387
C 3.33758 2.91985 -0.65184
C 0.44018 1.65062 0.59811
H 1.10840 5.50057 -0.66431
H -0.39761 4.57674 -0.52130
H 0.68290 4.29728 -1.88970
H 2.54852 4.85729 1.92239
H 2.36101 3.26387 2.68094
H 0.95006 4.26687 2.42397
H 4.08414 3.52872 -0.13964
H 3.27799 3.24522 -1.68892
H 3.67208 1.88699 -0.63517
H -0.54531 2.12458 0.68221
H 0.67856 1.37959 1.63126
F -0.51207 1.59733 3.69055
B -0.60935 0.20322 3.82461
F -0.04815 -0.38719 2.65823
F -1.95243 -0.16852 3.91646
F 0.10752 -0.22461 4.93794
C 2.18659 1.31369 -3.68657
C 3.32051 0.34494 -3.47348
O 2.84050 -0.76550 -2.73052
C 3.42714 -1.99659 -3.11550
C 2.60831 -3.11540 -2.52840
H 2.54113 2.19620 -4.22471
H 1.75881 1.64517 -2.73972
H 1.39163 0.84545 -4.25726
H 4.15651 0.81325 -2.93781
H 3.70725 -0.00093 -4.44060
H 4.47393 -2.04001 -2.77975
H 3.43832 -2.06221 -4.21270
H 2.51492 -3.01148 -1.44928
H 3.06600 -4.08266 -2.74083
H 1.60546 -3.10687 -2.95007
*
```

Results
Max |F|   0.5 eV/A
HOMO level (alpha / beta)   -0.168 / -0.183 Ha
LUMO energy (alpha / beta)   2.4 / 2.5 eV
HOMO-LUMO gap (alpha / beta)   6.970 / 7.475 eV